[1]
Here is C2H4S2 in the gas phase in a non-equilibrium geometry from OMol25. Energies are from the ωB97M-V functional and the def2-TZVPD basis.

As for the energy relative to the best compared isomer or geometry (same formula, charge and spin): 22.3 kcal/mol. As for the HOMO energy: -8.247 eV. The gap between HOMO and LUMO comes out at 8.418 eV. As for the structure (SMILES): CC1SS1.

Element x y z (Å)
C  0.399  -0.062  -0.454
C  -0.798  0.045  0.354
S  1.653  1.253  -0.406
S  1.986  -0.646  0.338
H  0.200  -0.529  -1.591
H  -0.974  1.009  1.045
H  -0.815  -0.834  1.045
H  -1.652  -0.235  -0.331

Force components x, y, z for each atom (eV/Å):
C 2.365 -0.685 -3.439
C -2.873 -0.267 2.221
S -0.401 -0.124 -0.278
S -0.896 0.053 -0.459
H 0.858 1.282 3.258
H 0.491 -2.102 -1.999
H 0.015 0.746 -0.175
H 0.442 1.096 0.870

Atom charges from the natural (NBO) analysis, given in e for atoms 1 to 2: -0.426 -0.684



[2]
Here is C2H4S3 in the gas phase in a non-equilibrium geometry from OMol25. Energies are from the ωB97M-V functional and the def2-TZVPD basis.

As for the energy relative to the best compared isomer or geometry (same formula, charge and spin): 26.0 kcal/mol. As for the HOMO energy: -9.160 eV. The gap between HOMO and LUMO comes out at 9.682 eV. As for the structure (SMILES): SC1(S)CS1.

Element x y z (Å)
C  -0.377  1.001  0.634
C  0.523  0.002  -0.038
S  1.179  1.660  0.172
S  1.173  -1.548  0.786
S  -0.053  -0.250  -1.730
H  -1.234  1.316  0.088
H  -0.576  0.722  1.735
H  0.555  -2.147  -0.288
H  -1.191  -0.757  -1.359

Force components x, y, z for each atom (eV/Å):
C -0.333 -1.794 2.837
C -0.406 0.250 -0.277
S 1.090 0.096 0.252
S -1.037 1.032 -1.528
S 1.253 0.158 -0.571
H -0.519 0.276 -0.277
H 0.383 0.878 -1.688
H 0.668 -0.334 1.022
H -1.099 -0.561 0.230

Atom charges from the natural (NBO) analysis, given in e for atoms 1 to 2: -0.551 -0.429



[3]
Here is a 2-piece molecular cluster, C2H4S3 overall in a non-equilibrium geometry from OMol25. Energies are from the ωB97M-V functional and the def2-TZVPD basis.

As for the energy relative to the best compared isomer or geometry (same formula, charge and spin): 10.8 kcal/mol. As for the HOMO energy: -9.040 eV. The gap between HOMO and LUMO comes out at 9.058 eV.

Element x y z (Å)
C  2.590  0.359  -0.144
C  -1.525  0.255  0.082
S  3.184  -1.062  -0.314
S  2.034  1.754  0.213
S  -0.440  -1.092  0.733
H  -1.294  0.414  -0.866
H  -1.540  1.141  0.734
H  -2.639  0.049  0.008
H  -0.371  -1.817  -0.445

Force components x, y, z for each atom (eV/Å):
C 0.283 -0.324 0.524
C -2.905 -1.117 3.922
S -0.042 0.106 -0.304
S -0.131 0.261 -0.254
S -0.711 0.027 -0.898
H 1.610 1.332 -4.028
H 0.813 -0.292 -0.344
H 1.194 -0.601 0.470
H -0.111 0.608 0.912

Atom charges from the natural (NBO) analysis, given in e for atoms 1 to 2: -0.365 -0.710



[4]
Here is a 2-piece molecular cluster, C2H4S3 overall in a non-equilibrium geometry from OMol25. Energies are from the ωB97M-V functional and the def2-TZVPD basis.

As for the energy relative to the best compared isomer or geometry (same formula, charge and spin): 48.0 kcal/mol. As for the HOMO energy: -8.776 eV. The gap between HOMO and LUMO comes out at 8.186 eV. As for the structure (SMILES): S=C1CS1.S.

Element x y z (Å)
C  -0.590  0.705  1.020
C  -1.198  0.134  -0.119
S  -2.479  0.762  0.926
S  -1.143  -0.465  -1.626
S  1.974  -0.449  -0.555
H  -0.240  -0.117  1.822
H  -0.130  1.711  0.782
H  2.650  -1.486  -0.588
H  1.158  -0.796  -1.662

Force components x, y, z for each atom (eV/Å):
C 0.780 -0.657 1.878
C -1.904 -0.430 -1.983
S 1.023 -0.263 -0.239
S -0.433 0.275 0.890
S -2.194 2.475 -1.103
H -0.288 2.555 -1.809
H -0.047 -1.422 1.031
H 1.955 -2.908 -0.115
H 1.108 0.376 1.450

Atom charges from the natural (NBO) analysis, given in e for atoms 1 to 2: -0.520 -0.258



[5]
Here is C2H4S3 as an isolated structure in a non-equilibrium geometry from OMol25. Energies are from the ωB97M-V functional and the def2-TZVPD basis.

As for the energy relative to the best compared isomer or geometry (same formula, charge and spin): 93.7 kcal/mol. As for the HOMO energy: -8.277 eV. The gap between HOMO and LUMO comes out at 7.254 eV.

Element x y z (Å)
C  0.966  -0.982  0.470
C  1.180  0.064  -0.494
S  -0.773  -1.280  -0.031
S  -2.279  0.009  -0.136
S  0.823  1.794  -0.119
H  1.357  -0.733  1.442
H  0.857  -0.098  -1.491
H  -3.242  -0.444  -0.884
H  1.111  1.670  1.243

Force components x, y, z for each atom (eV/Å):
C -0.452 1.989 -2.440
C -2.693 0.783 1.992
S 2.856 -4.636 0.481
S -0.626 4.328 2.083
S 1.773 -0.918 0.951
H -0.699 -0.155 0.723
H 0.201 -0.344 -1.138
H 0.033 -1.257 -1.461
H -0.393 0.211 -1.190

Atom charges from the natural (NBO) analysis, given in e for atoms 1 to 2: -0.509 -0.235



[6]
Here is C2H5B in the gas phase in a non-equilibrium geometry from OMol25. Energies are from the ωB97M-V functional and the def2-TZVPD basis.

As for the energy relative to the best compared isomer or geometry (same formula, charge and spin): 78.0 kcal/mol. As for the HOMO energy (alpha / beta): -8.304 / -7.619 eV. The gap between HOMO and LUMO (alpha / beta) comes out at 8.347 / 7.628 eV.

Element x y z (Å)
B  1.488  0.248  -0.010
C  -0.909  0.191  -0.007
C  0.307  -0.712  0.039
H  1.457  1.213  -0.576
H  -1.160  0.388  1.060
H  -0.875  1.043  -0.682
H  0.507  -1.055  -0.989
H  0.209  -1.562  0.700

Force components x, y, z for each atom (eV/Å):
B -0.143 -1.499 1.033
C 1.535 -0.175 1.817
C -1.117 0.100 -0.739
H 0.296 1.905 -0.892
H -0.569 0.345 -0.990
H -0.364 -0.222 -0.043
H 0.143 -0.394 -0.238
H 0.219 -0.059 0.052

Atom charges from the natural (NBO) analysis, given in e for atoms 1 to 2: 0.506 -0.340



[7]
Here is C2H5BClGdO3 as an isolated structure in a non-equilibrium geometry from OMol25. Energies are from the ωB97M-V functional and the def2-TZVPD basis.

As for the HOMO energy (alpha / beta): -16.924 / -17.424 eV. The gap between HOMO and LUMO (alpha / beta) comes out at 7.742 / 7.331 eV. The spin multiplicity is 8. As for the net charge: +2.

Element x y z (Å)
O  1.889  0.326  0.993
C  1.409  -0.273  0.002
Cl  2.028  -1.835  -0.309
C  0.365  0.248  -0.831
B  -1.206  0.060  0.077
O  -1.481  1.313  0.571
O  -2.140  -0.561  -0.723
H  0.237  -0.283  -1.771
H  0.485  1.323  -0.971
H  -0.829  -0.698  1.034
H  -2.278  1.730  0.201
H  -2.078  -1.526  -0.802
Gd  3.596  0.176  2.531

Force components x, y, z for each atom (eV/Å):
O 0.842 0.015 0.612
C -0.120 0.103 0.116
Cl -0.009 -0.239 -0.060
C 1.070 0.021 -0.328
B -1.132 -0.089 0.028
O 0.267 0.370 -0.212
O 0.145 -0.395 0.081
H -0.134 -0.084 0.201
H -0.328 -0.072 0.225
H 0.278 0.043 -0.123
H -0.046 -0.150 0.275
H -0.047 0.347 -0.159
Gd -0.785 0.131 -0.657

Atom charges from the Mulliken analysis, given in e for atoms 1 to 2: -0.459 0.696



[8]
Here is C2H5BS2 in the gas phase from OMol25. Energies are from the ωB97M-V functional and the def2-TZVPD basis.

As for the energy relative to the best compared isomer or geometry (same formula, charge and spin): 92.9 kcal/mol. As for the HOMO energy (alpha / beta): -9.216 / -6.912 eV. The gap between HOMO and LUMO (alpha / beta) comes out at 8.909 / 4.911 eV.

Element x y z (Å)
B  -1.898  1.606  -0.436
C  0.930  -0.731  0.726
C  0.484  -0.197  -0.613
S  -0.274  -1.777  1.571
S  -0.251  1.618  -0.478
H  -3.041  1.589  -0.381
H  1.806  -1.367  0.577
H  1.212  0.086  1.391
H  1.328  -0.032  -1.281
H  -0.297  -0.795  -1.076

Force components x, y, z for each atom (eV/Å):
B 0.303 -0.125 0.172
C -0.592 0.055 0.380
C -0.179 0.561 -0.150
S 0.163 0.248 -0.211
S 0.588 -0.436 -0.023
H -0.673 -0.046 -0.019
H 0.084 -0.103 0.036
H 0.206 -0.061 -0.008
H -0.021 -0.096 -0.108
H 0.122 0.003 -0.069

Atom charges from the natural (NBO) analysis, given in e for atoms 1 to 2: 0.136 -0.621



[9]
Here is C2H5Br2N2 as an isolated structure in a non-equilibrium geometry from OMol25. Energies are from the ωB97M-V functional and the def2-TZVPD basis.

As for the energy relative to the best compared isomer or geometry (same formula, charge and spin): 0.0 kcal/mol. As for the HOMO energy (alpha / beta): -11.357 / -13.521 eV. The gap between HOMO and LUMO (alpha / beta) comes out at 7.689 / 7.847 eV. The spin multiplicity is 3. As for the net charge: +1.

Element x y z (Å)
C  0.278  -1.131  0.525
C  0.224  2.822  -1.055
N  0.054  -2.362  0.897
N  -0.604  -0.340  -0.008
Br  0.856  4.098  0.118
Br  -0.111  3.409  -2.770
H  1.279  -0.739  0.678
H  -0.360  0.614  -0.296
H  0.790  -2.922  1.304
H  -0.850  -2.809  0.790
H  -1.556  -0.641  -0.184

Force components x, y, z for each atom (eV/Å):
C 0.438 0.129 0.095
C 0.227 1.333 -0.386
N -0.180 -0.390 0.078
N -0.333 0.489 -0.318
Br -0.030 -0.657 0.488
Br -0.211 -0.788 -0.063
H -0.080 -0.018 -0.031
H -0.024 -0.393 0.164
H -0.038 0.137 -0.050
H 0.124 0.082 0.010
H 0.107 0.077 0.013

Atom charges from the natural (NBO) analysis, given in e for atoms 1 to 2: 0.400 -0.407



[10]
Here is C2H5Br3NO as an isolated structure in a non-equilibrium geometry from OMol25. Energies are from the ωB97M-V functional and the def2-TZVPD basis.

As for the energy relative to the best compared isomer or geometry (same formula, charge and spin): 40.8 kcal/mol. As for the HOMO energy: -14.419 eV. The gap between HOMO and LUMO comes out at 8.626 eV. As for the net charge: +1.

Element x y z (Å)
C  -0.505  1.309  0.650
C  -0.124  0.367  -0.328
N  -1.695  1.445  1.044
O  1.830  -2.353  -1.088
Br  0.728  -0.671  1.442
Br  -1.345  -0.903  -0.946
Br  1.202  0.936  -1.475
H  0.278  1.926  1.061
H  1.250  -2.448  -1.919
H  -1.959  1.958  1.895
H  -2.440  0.635  0.967
H  2.780  -2.199  -1.303

Force components x, y, z for each atom (eV/Å):
C 0.945 0.730 0.726
C 1.508 -2.624 0.487
N -4.903 -1.831 2.352
O -0.754 0.100 -1.411
Br -0.080 0.602 -0.816
Br -0.510 0.149 -0.534
Br 0.320 0.208 -0.461
H -0.030 0.551 -0.240
H 2.061 0.153 1.672
H 0.735 0.311 -0.633
H 2.006 1.973 -0.782
H -1.298 -0.322 -0.359

Atom charges from the natural (NBO) analysis, given in e for atoms 1 to 2: 0.114 -0.317